No. 1
ORCA calculation (ωB97M-V/def2-TZVPD) on a structure of composition C34H59As2Ge2IO3PdSi3.

Calculated values
* charge: +1
* spin multiplicity: 2
* HOMO (alpha / beta): -0.368 / -0.376 Eh
* orbital gap (alpha / beta): 7.000 / 5.970 eV
* lowest unoccupied orbital energy (alpha / beta): -3.023 / -4.261 eV

Last column: Löwdin spin population.
Cartesian coordinates (Å):
Pd 0.513 -0.100 0.148  -0.0054
I -3.236 6.250 2.643  0.0002
C -2.959 4.451 1.634  0.0004
C -3.983 3.935 0.850  -0.0001
C -3.789 2.737 0.179  0.0002
C -2.592 2.039 0.308  -0.0011
C -1.576 2.564 1.096  0.0003
C -1.751 3.773 1.750  -0.0001
C -2.457 0.735 -0.412  0.0074
O -2.969 0.572 -1.507  0.0164
O -1.775 -0.205 0.202  0.1219
H -4.921 4.465 0.760  0.0000
H -4.572 2.334 -0.451  0.0001
H -0.641 2.027 1.197  0.0003
H -0.953 4.184 2.354  0.0000
C -3.481 0.517 3.231  0.0581
Ge -3.316 -1.203 2.313  0.2360
C -4.507 -1.498 0.813  0.0223
C -3.488 -2.692 3.575  0.0579
Ge -0.595 -1.467 1.689  0.2221
C -1.152 -3.071 0.711  0.0520
C -1.321 -3.030 -0.674  0.0203
C -1.730 -4.154 -1.372  -0.0012
C -2.001 -5.338 -0.695  0.0234
C -1.866 -5.385 0.684  -0.0012
C -1.446 -4.260 1.382  0.0238
C -0.132 -1.831 3.562  0.0771
C 0.465 -3.047 3.887  0.0175
C 0.693 -3.382 5.218  0.0039
C 0.349 -2.496 6.227  0.0047
C -0.228 -1.272 5.909  -0.0006
C -0.475 -0.948 4.583  0.0099
H -4.476 0.915 3.015  0.0086
H -2.755 1.259 2.905  0.0025
H -3.387 0.360 4.305  0.0014
H -5.489 -1.710 1.244  0.0054
H -4.186 -2.366 0.237  0.0003
H -4.587 -0.646 0.143  -0.0001
H -4.374 -2.448 4.171  0.0101
H -2.642 -2.799 4.251  0.0003
H -3.666 -3.628 3.049  0.0006
H -1.147 -2.106 -1.208  0.0010
H -1.845 -4.106 -2.448  -0.0004
H -2.325 -6.214 -1.242  0.0014
H -2.088 -6.298 1.222  -0.0005
H -1.362 -4.323 2.458  0.0010
H 0.753 -3.747 3.110  0.0014
H 1.152 -4.332 5.463  0.0006
H 0.531 -2.755 7.262  0.0003
H -0.491 -0.573 6.693  0.0000
H -0.936 0.007 4.352  0.0015
C 5.739 -0.399 2.944  -0.0003
Si 3.953 -0.849 3.280  -0.0008
C 3.305 0.006 4.817  0.0000
C 3.838 -2.701 3.453  0.0000
As 2.483 0.017 1.525  -0.0014
Si 3.068 2.286 1.098  -0.0001
C 4.814 2.705 1.623  0.0000
C 2.898 2.673 -0.722  0.0001
C 1.868 3.329 2.110  0.0000
Si 2.989 -1.261 -0.523  0.0000
C 4.870 -1.188 -0.612  0.0000
C 2.551 -3.053 -0.199  0.0002
C 2.428 -0.755 -2.244  -0.0001
H 6.294 -1.046 3.634  -0.0001
H 5.976 0.631 3.192  0.0000
H 6.096 -0.614 1.936  0.0000
H 3.725 -0.497 5.694  0.0000
H 2.218 -0.070 4.885  0.0001
H 3.590 1.059 4.872  0.0000
H 4.569 -3.029 4.198  0.0000
H 4.056 -3.234 2.527  0.0000
H 2.850 -2.984 3.805  0.0000
H 5.554 2.032 1.187  0.0000
H 4.949 2.725 2.706  0.0000
H 5.033 3.713 1.255  0.0000
H 3.529 2.033 -1.344  0.0000
H 3.258 3.703 -0.822  0.0000
H 1.874 2.596 -1.087  0.0000
H 2.427 3.996 2.772  0.0000
H 1.192 2.737 2.728  0.0000
H 1.258 3.955 1.453  0.0000
H 5.317 -1.683 0.256  0.0000
H 5.251 -0.164 -0.654  0.0000
H 5.227 -1.714 -1.503  0.0000
H 2.971 -3.403 0.747  0.0000
H 3.010 -3.644 -0.999  0.0000
H 1.484 -3.270 -0.194  0.0001
H 2.598 0.302 -2.440  0.0000
H 1.386 -0.980 -2.463  0.0000
H 3.069 -1.352 -2.903  0.0000
C 1.023 2.138 -4.266  0.0002
As -0.416 1.526 -3.147  0.0001
C -1.744 2.910 -3.161  -0.0001
C -1.143 -0.058 -3.964  -0.0001
O 0.154 1.264 -1.609  0.0008
H 0.636 2.516 -5.211  0.0000
H 1.704 1.311 -4.454  0.0000
H 1.548 2.931 -3.737  0.0000
H -2.004 3.147 -4.192  0.0000
H -1.311 3.787 -2.681  0.0000
H -2.616 2.565 -2.613  0.0000
H -1.967 0.213 -4.623  0.0000
H -1.527 -0.690 -3.168  0.0000
H -0.360 -0.556 -4.534  0.0000



No. 2
ORCA calculation (ωB97M-V/def2-TZVPD) on a cluster of 8 separate species, C34H59N8O5 in total.

Calculated values
* charge: -1
* spin multiplicity: 1
* HOMO: -0.193 Eh
* orbital gap: 7.419 eV
* lowest unoccupied orbital energy: 2.160 eV

Last column: Löwdin charge in e.
Cartesian coordinates (Å):
C -0.725 4.428 2.173  -0.0714
C -1.083 3.541 3.369  -0.2721
O -2.382 2.971 3.303  -0.1657
C -2.516 1.987 2.296  -0.2197
C -2.232 0.557 2.761  -0.1495
N -0.950 0.103 2.209  0.0799
C -0.913 -1.226 1.781  -0.6033
O -1.685 -2.101 2.072  0.1027
O 0.099 -1.427 0.937  0.0328
C 0.919 -2.604 1.269  -0.7397
O 1.171 -3.315 0.304  0.0011
O 1.279 -2.632 2.447  0.0011
H -1.475 4.342 1.391  0.0488
H 0.223 4.106 1.743  0.0557
H -0.584 5.461 2.477  0.0518
H -0.312 2.784 3.533  0.0957
H -1.085 4.170 4.251  0.0619
H -1.890 2.163 1.419  0.0983
H -3.553 2.033 1.956  0.1087
H -2.232 0.485 3.848  0.1253
H -3.025 -0.081 2.384  0.1125
H -0.201 0.198 2.887  0.1390
C 2.424 -1.120 -1.694  -0.0864
C 2.422 0.009 -2.719  -0.2612
C 2.311 1.402 -2.087  -0.1824
C 1.038 1.628 -1.403  -0.2053
N 0.034 1.838 -0.886  0.1802
H 1.511 -1.157 -1.101  0.0558
H 2.526 -2.084 -2.189  0.0615
H 3.267 -1.008 -1.008  0.0801
H 1.606 -0.123 -3.435  0.1108
H 3.356 -0.038 -3.286  0.0765
H 2.417 2.164 -2.863  0.1132
H 3.134 1.544 -1.383  0.1053
C 3.815 -4.131 -4.287  -0.1061
C 3.609 -2.748 -4.893  -0.2512
C 4.893 -1.915 -4.989  -0.1943
C 5.478 -1.607 -3.685  -0.2495
N 5.938 -1.358 -2.663  0.1543
H 4.176 -4.063 -3.258  0.0789
H 2.880 -4.670 -4.279  0.0286
H 4.534 -4.714 -4.866  0.0754
H 2.862 -2.203 -4.312  0.0801
H 3.207 -2.859 -5.902  0.1109
H 4.684 -0.971 -5.497  0.1130
H 5.635 -2.443 -5.591  0.1166
C 4.880 0.336 2.689  -0.0977
C 4.954 1.474 1.678  -0.2597
C 4.865 2.861 2.326  -0.1947
C 3.591 3.089 3.008  -0.2237
N 2.592 3.264 3.545  0.1643
H 3.929 0.339 3.222  0.0759
H 4.970 -0.627 2.188  0.0780
H 5.686 0.413 3.423  0.0726
H 4.155 1.359 0.944  0.0963
H 5.898 1.413 1.134  0.1075
H 4.989 3.634 1.567  0.1131
H 5.676 2.989 3.046  0.1162
C -0.203 -9.421 -3.963  -0.1172
C 0.435 -8.579 -2.863  -0.2578
C 0.567 -7.101 -3.244  -0.2022
C 1.449 -6.895 -4.390  -0.2312
N 2.153 -6.719 -5.280  0.1415
H 0.403 -9.411 -4.871  0.0672
H -0.305 -10.458 -3.643  0.0654
H -1.196 -9.045 -4.214  0.0747
H 1.415 -8.987 -2.611  0.1078
H -0.175 -8.639 -1.961  0.1089
H 0.961 -6.531 -2.401  0.1219
H -0.409 -6.675 -3.471  0.0766
C -3.939 -1.865 -2.955  -0.1259
C -3.618 -2.142 -1.491  -0.2546
C -2.158 -2.545 -1.260  -0.1742
C -1.792 -3.787 -1.928  -0.2016
N -1.502 -4.767 -2.448  0.1599
H -3.786 -2.755 -3.570  0.0638
H -4.978 -1.554 -3.069  0.0619
H -3.307 -1.065 -3.346  0.0689
H -4.279 -2.925 -1.112  0.1098
H -3.818 -1.244 -0.906  0.0871
H -1.958 -2.663 -0.192  0.0980
H -1.487 -1.760 -1.613  0.1246
C -2.186 4.154 -2.146  -0.1176
C -3.605 4.689 -1.977  -0.2607
C -4.401 3.919 -0.919  -0.1870
C -4.588 2.517 -1.286  -0.2237
N -4.728 1.419 -1.589  0.1689
H -2.187 3.116 -2.481  0.0641
H -1.642 4.741 -2.887  0.0692
H -1.632 4.201 -1.208  0.0544
H -4.131 4.652 -2.933  0.1067
H -3.564 5.738 -1.677  0.1044
H -5.382 4.377 -0.781  0.1153
H -3.885 3.972 0.042  0.1086
C -4.000 4.282 6.876  -0.0999
C -3.079 5.016 7.846  -0.2606
C -2.709 6.423 7.363  -0.1929
C -1.965 6.381 6.108  -0.2112
N -1.424 6.314 5.099  0.1791
H -3.524 4.137 5.904  0.0669
H -4.258 3.298 7.266  0.0736
H -4.927 4.837 6.722  0.0754
H -2.171 4.431 8.001  0.1121
H -3.569 5.106 8.818  0.1033
H -2.101 6.930 8.114  0.1138
H -3.609 7.024 7.223  0.1181



Number 1: maximum force 1.19 eV Å⁻¹. Number 2: maximum force 1.53 eV Å⁻¹.